Record 1
Computed, not measured: a cluster of 2 separate species, C10H16O in total in a non-equilibrium geometry, with ωB97M-V/def2-TZVPD.

```
27
Properties=species:S:1:pos:R:3
O 0.2091 3.1791 0.0105
C 1.6465 0.1781 1.5201
C -3.1432 -0.9224 -0.3400
C 1.3886 -0.1903 -0.8325
C 0.7110 1.8962 0.1668
C 0.8709 1.0991 -0.9469
C 1.1008 1.4401 1.4259
C 1.7810 -0.6719 0.4089
C -2.3220 -2.0592 0.2744
C -2.9502 -0.8677 -1.8998
C 2.3007 -2.0669 0.5663
H -2.7873 -3.0053 -0.0220
H -2.0446 -0.3009 -2.0982
H -3.8326 -0.3558 -2.2737
H 0.5367 1.4310 -1.9217
H 1.4039 -0.8134 -1.7166
H 0.9834 2.1134 2.2633
H 3.0175 -2.2518 1.3708
H 1.9999 -0.1269 2.4995
H -1.3246 -2.1003 -0.1676
H -2.8886 -1.8867 -2.2703
H 2.6250 -2.4399 -0.3994
H -4.1859 -1.2186 -0.2093
H -0.7536 3.1866 0.0128
H 1.4691 -2.6640 0.9396
H -2.9057 0.0572 0.0625
H -2.2672 -2.0426 1.3603
```

ΔE to the lowest compared entry with this formula, charge and spin in kJ/mol: 104.4
SMILES string: Cc1ccc(O)cc1.CCC
Spin multiplicity: 1
LUMO energy in eV: 0.80
E_HOMO in eV: -8.77
Gap between HOMO and LUMO in eV: 9.57
E in Ha: -465.85804

Record 2
Computed, not measured: a cluster of 2 separate species, C10H16O in total in a non-equilibrium geometry, with ωB97M-V/def2-TZVPD.

```
27
Properties=species:S:1:pos:R:3
O 3.1907 -0.7550 -1.3259
C 1.6469 -1.3445 0.3708
C 2.2090 0.9450 0.0695
C -2.7051 -0.7281 -0.7739
C 0.5050 0.3412 1.6682
C 2.3439 -0.3715 -0.3223
C 0.7067 -0.9862 1.3282
C 1.3399 1.2971 1.1004
C -0.4359 0.7300 2.7761
C -0.7568 0.6147 -1.7978
C -1.7133 -0.5749 -1.9085
H 2.7391 1.8035 -0.3170
H -2.5749 -1.6715 -0.2293
H 0.0834 -1.7546 1.7673
H 1.2750 2.3391 1.3663
H -0.8021 1.7344 2.6549
H -2.6240 0.0542 -0.0201
H -0.3917 0.8998 -2.7834
H 0.0727 0.3421 -1.1799
H -2.2056 -0.5349 -2.8938
H 3.6250 0.0266 -1.7111
H -1.2657 1.4914 -1.3976
H -3.7258 -0.7841 -1.1109
H -1.1413 -1.4713 -2.1259
H 0.1196 0.7214 3.7273
H 1.7125 -2.3848 0.0920
H -1.2272 0.0210 2.9763
```

ΔE to the lowest compared entry with this formula, charge and spin in kJ/mol: 100.9
SMILES string: Cc1ccc(O)cc1.CCC
Spin multiplicity: 1
LUMO energy in eV: 0.88
E_HOMO in eV: -8.45
Gap between HOMO and LUMO in eV: 9.33
E in Ha: -465.85938

Record 3
Computed, not measured: a cluster of 2 separate species, C10H16O in total in a non-equilibrium geometry, with ωB97M-V/def2-TZVPD.

```
27
Properties=species:S:1:pos:R:3
O -1.6197 1.5376 -2.5872
C -1.6339 -0.8284 2.4673
C -2.3410 -0.7917 0.0408
C -1.6350 -0.3166 1.1073
C 2.4656 -1.7747 -0.1455
C -0.9258 0.9985 0.9673
C -2.3731 -0.1199 -1.2348
C -0.7671 1.5788 -0.3043
C 2.5403 0.8138 -0.2765
C -1.5515 1.0095 -1.3380
C 2.0599 -0.4338 -0.8922
H -2.3410 -1.6697 2.4691
H 3.5865 0.8272 -0.4396
H 3.6377 -1.7122 -0.0799
H -1.8697 -0.1355 3.2356
H -0.7062 -1.2717 2.8324
H 2.3341 -2.6428 -0.7326
H -3.0444 -1.5589 0.2457
H 2.3669 -0.4071 -1.9896
H -0.5077 1.4817 1.8450
H -3.0980 -0.2602 -1.9867
H 2.0991 1.8716 -0.7278
H 1.9745 -1.6982 0.7734
H 0.9608 -0.4070 -0.9822
H 2.3502 0.8864 0.8458
H -0.1506 2.5013 -0.5693
H -1.8108 2.5220 -2.5435
```

ΔE to the lowest compared entry with this formula, charge and spin in kJ/mol: 237.0
SMILES string: Cc1ccc(O)cc1.CCC
Spin multiplicity: 1
LUMO energy in eV: 0.81
E_HOMO in eV: -8.37
Gap between HOMO and LUMO in eV: 9.18
E in Ha: -465.80752

Record 4
Computed, not measured: a cluster of 2 separate species, C10H16O in total in a non-equilibrium geometry, with ωB97M-V/def2-TZVPD.

```
27
Properties=species:S:1:pos:R:3
O -4.1808 0.0445 -0.8197
C 1.8026 -2.2348 1.5885
C -1.6809 2.4562 0.3339
C -0.5818 1.7119 -0.0868
C -1.8697 -0.3040 -0.6707
C -2.9802 1.9176 0.0876
C -0.6774 0.3783 -0.5228
C 1.5025 -1.9078 0.0609
C 2.7428 -1.6490 -0.6862
C -3.0147 0.5397 -0.2119
C 0.8254 2.2745 -0.2494
H 0.1926 -0.1420 -0.7012
H 0.9124 3.3973 -0.4006
H -1.6043 3.5403 0.6257
H 2.7342 -1.8230 1.9241
H -3.8477 2.6062 0.2799
H 3.3597 -2.4928 -0.6758
H 2.5760 -1.3968 -1.7853
H 0.8828 -1.0021 0.1404
H 1.4787 1.7618 -0.9981
H -2.1107 -1.2879 -1.0149
H 1.3760 2.1065 0.6529
H 3.2072 -0.8742 -0.1122
H -4.9450 0.1267 -0.1100
H 1.0218 -2.6005 -0.5891
H 0.9870 -1.8833 2.1744
H 1.8914 -3.2633 1.7664
```

ΔE to the lowest compared entry with this formula, charge and spin in kJ/mol: 312.3
SMILES string: Cc1ccc(O)cc1.CCC
Spin multiplicity: 1
LUMO energy in eV: 0.90
E_HOMO in eV: -8.34
Gap between HOMO and LUMO in eV: 9.23
E in Ha: -465.77883